No. 1
Here is an isolated molecule of C8H5NOS from the Open Molecules 2025 dataset. Energies are from wB97M-V/def2-TZVPD.

The geometry in XYZ format:
```
16
Properties=species:S:1:pos:R:3:forces:R:3:mulliken_charge:R:1
O -0.0486 2.3357 3.1823 -1.0 -4.4 -1.3 -0.425
C -0.2538 1.1093 2.9156 2.1 5.2 -0.4 -0.148
C -0.0646 0.5317 1.5374 0.8 -1.5 -1.8 0.494
C 0.9450 -0.3161 1.0361 -7.1 3.4 -2.4 -1.264
C 0.7786 -0.7575 -0.3031 -2.2 2.7 -0.3 0.788
C 1.5743 -1.4971 -1.1212 2.9 -4.0 -0.7 -0.569
C 1.0955 -1.7118 -2.4116 0.2 -1.1 -3.0 -0.017
N 0.0128 -1.1639 -2.9583 -0.5 0.1 0.3 -0.591
C -0.7134 -0.4157 -2.1702 -4.8 2.4 -2.9 0.127
C -0.4246 -0.1265 -0.9203 2.6 -0.5 5.4 0.051
S -1.2957 0.8237 0.3269 0.8 -0.3 -0.8 -0.186
H -0.4564 0.4665 3.7211 -0.5 -1.2 1.1 0.364
H 1.6433 -0.6096 1.5866 6.0 -2.4 4.6 0.684
H 2.5368 -2.2338 -0.8109 -2.7 2.6 -0.5 0.193
H 1.4338 -2.3512 -3.3079 1.0 0.5 2.4 0.331
H -1.7489 0.1128 -2.5451 2.6 -1.6 0.3 0.168
```
Forces are in eV/Å.

- SMILES: O=Cc1cc2ccncc2s1
- E_HOMO: -9.0 eV
- Kohn-Sham gap: 8.5 eV
- LUMO level: -0.5 eV
- Spin multiplicity: 1
- Calculated total energy: -835.93279 a.u.
- Largest force on an atom: 0.16088 hartree/bohr
- Charge: 0

No. 2
Here is a structure of composition CH3Li2O from the Open Molecules 2025 dataset. Energies are from wB97M-V/def2-TZVPD.

The geometry in XYZ format:
```
7
Properties=species:S:1:pos:R:3:forces:R:3:mulliken_spin:R:1
O 0.3376 -0.4754 0.4368 2.3 4.0 -0.5 -0.230
C -0.4303 -1.4729 -0.0333 -1.8 -2.2 -0.4 -0.195
Li 0.0654 1.5492 1.5122 -0.9 0.8 0.8 0.684
H -0.1649 -1.7958 -1.0438 -0.3 0.0 0.8 -0.002
H -1.2364 -1.7992 0.6286 0.3 0.0 -0.7 0.018
Li 1.2684 1.2056 -0.2599 0.5 -0.8 -0.9 0.537
H 0.2860 -0.1888 1.3703 -0.1 -1.8 1.0 0.187
```
Forces are in eV/Å.

- E_HOMO (alpha / beta): -4.5 / -5.2 eV
- Expectation value of S²: 1.10
- Kohn-Sham gap (alpha / beta): 4.0 / 4.0 eV
- LUMO level (alpha / beta): -0.5 / -1.2 eV
- Spin multiplicity: 2
- Calculated total energy: -129.96677 a.u.
- Largest force on an atom: 0.09112 hartree/bohr
- Charge: 0

No. 3
Here is a structure of composition CF4HgO3P from the Open Molecules 2025 dataset. Energies are from wB97M-V/def2-TZVPD.

The geometry in XYZ format:
```
10
Properties=species:S:1:pos:R:3:forces:R:3:mulliken_charge:R:1
C 0.2466 0.6232 2.1361 -4.1 -2.3 4.8 0.768
O 0.6158 0.6086 -0.0902 -2.4 -1.8 1.9 -0.840
O -0.7093 -0.1193 1.9594 3.0 2.1 -1.6 -0.442
O 0.8852 1.2207 2.9082 0.9 0.2 -2.5 -0.283
Hg 1.7543 0.8530 -1.6632 5.9 2.2 -1.2 1.468
P -0.4128 -0.4550 -0.7064 -1.8 -1.6 -0.2 1.403
F 0.0050 0.2314 -2.3147 -3.7 -1.4 -1.9 -0.469
F 0.6233 -1.6080 -1.2198 -0.4 1.2 0.4 -0.250
F -1.2306 -1.6631 -0.0682 1.1 1.7 -0.1 -0.149
F -1.7775 0.3084 -0.9412 1.5 -0.4 0.3 -0.206
```
Forces are in eV/Å.

- E_HOMO: -16.0 eV
- Kohn-Sham gap: 6.9 eV
- LUMO level: -9.0 eV
- Spin multiplicity: 1
- Calculated total energy: -1157.76558 a.u.
- Largest force on an atom: 0.13117 hartree/bohr
- Charge: +1

No. 4
Here is a cluster of 3 separate species, C27H46Br2ClF12IN2O6PS2 in total from the Open Molecules 2025 dataset. Energies are from wB97M-V/def2-TZVPD.

The geometry in XYZ format:
```
100
Properties=species:S:1:pos:R:3:forces:R:3:mulliken_charge:R:1
C 2.0133 4.9560 3.2112 -1.0 0.7 -0.6 -1.306
C 0.6782 4.4514 2.4276 1.7 -0.4 1.4 0.516
C 0.5619 2.8896 2.6550 1.4 1.1 -0.1 -1.219
Br 0.1555 2.4320 4.6008 0.1 0.3 -1.2 0.068
C -0.3119 2.0401 1.6270 -0.6 -1.5 3.4 -0.572
C -1.7874 2.5475 1.3233 -0.4 0.4 0.7 1.505
S -2.7754 2.8151 2.9375 1.5 1.4 1.3 -0.223
C -2.1496 3.7751 0.4143 -1.5 -0.1 -2.1 -0.794
C -2.1712 5.2941 0.7746 -0.8 2.5 -0.6 -0.695
O -2.3727 5.7632 2.1136 0.0 -0.8 -0.5 -0.556
C -0.9911 6.2298 0.1673 -0.4 2.4 -0.2 0.654
F -1.5442 7.2582 -0.6455 0.8 -2.2 1.5 -0.341
F -0.1099 5.5791 -0.6883 -0.9 0.8 1.8 -0.225
F -0.3443 6.9761 1.1793 -0.6 -2.2 -2.3 -0.231
N -2.5774 1.3914 0.7560 1.0 0.6 0.7 0.358
Cl -4.0577 1.1174 1.6354 -0.8 -0.2 -2.6 -0.099
C -1.9484 0.1608 0.2725 -1.5 -0.7 0.7 -1.011
I -2.3730 -1.2148 2.0108 1.4 -1.2 -0.1 0.248
C -2.8413 -0.3219 -0.9840 -0.9 -0.5 -0.1 -0.611
Br -3.4754 1.3834 -1.8852 0.4 -1.0 -0.3 0.001
C -4.1224 -1.2228 -0.7309 -1.3 -0.6 -1.9 0.051
C -4.6254 -1.7478 -2.1932 1.1 -1.1 0.4 -1.107
C -0.3632 0.0822 0.1192 1.5 -2.4 0.6 -0.884
C 0.1497 -0.5931 -1.2541 -1.4 1.2 -1.3 -0.805
P -0.0301 -2.4613 -1.3055 2.6 -5.1 1.2 0.755
O 1.1054 -3.1699 -0.5539 -2.5 2.5 -1.6 -0.734
O -1.4688 -3.0708 -0.7052 1.4 1.7 -1.4 -0.329
O 0.0513 -2.9686 -2.9388 -1.4 2.7 2.7 -0.419
N 0.4092 1.3740 0.4569 -0.4 0.0 -3.2 1.248
C 0.3423 2.1382 -0.8414 -0.7 2.7 -1.1 -0.972
C 1.8581 1.0682 0.6935 2.1 -0.8 2.0 -1.211
C 2.8912 2.2583 0.4699 0.4 0.2 1.8 -0.873
C 4.0195 2.0515 -0.6096 -1.6 0.4 -1.5 1.078
F 3.5018 2.3878 -1.9041 0.5 -0.7 2.2 -0.361
F 4.4800 0.7470 -0.7626 -0.6 2.3 0.8 -0.321
C 5.1509 3.1567 -0.3793 -0.1 2.3 -3.1 0.482
F 4.6445 4.3784 0.1113 0.4 -3.0 -0.9 -0.214
F 5.6431 3.4948 -1.6619 -0.8 -1.1 2.7 -0.267
S 6.6302 2.6893 0.6400 4.3 1.7 2.6 1.194
F 5.8389 1.5641 1.5490 0.6 1.0 -1.7 -0.283
F 6.1805 3.8274 1.7992 0.6 -1.9 -1.4 -0.311
F 7.4961 3.9219 -0.1035 -1.4 -2.1 1.0 -0.298
F 7.1898 1.6001 -0.4600 -1.5 1.5 1.6 -0.272
F 7.9831 2.3885 1.5446 -2.1 0.3 -1.3 -0.274
H 1.7631 5.0714 4.3202 0.6 -0.2 -1.6 0.342
H 2.9078 4.2833 3.0455 -1.0 0.7 0.3 0.289
H 2.2478 5.9719 2.7477 -0.1 -1.2 0.9 0.378
H 0.8820 4.6429 1.3330 -0.7 -0.1 1.1 -0.118
H -0.1421 5.0660 2.8966 0.5 -0.8 -1.1 0.252
H 1.6532 2.5681 2.7587 -1.7 0.0 -0.9 0.422
H -0.4860 1.1169 2.3124 -0.1 1.3 -1.2 0.294
H -2.1445 3.8112 3.6621 0.2 -0.5 -1.1 0.198
H -3.2632 3.5636 0.1765 1.7 0.2 0.7 0.531
H -1.7417 3.7305 -0.6622 -0.2 -0.1 1.8 0.078
H -3.0795 5.7623 0.2322 1.6 -1.2 0.2 0.689
H -3.3350 5.8262 2.2522 0.6 -0.1 0.0 0.426
H -2.3361 -0.8714 -1.8232 0.0 0.8 1.2 0.493
H -3.9326 -2.2188 -0.2106 0.1 1.7 -0.1 -0.159
H -5.0197 -0.6623 -0.3244 1.5 -0.5 0.0 0.431
H -5.6951 -2.1295 -2.1500 1.3 0.8 -0.1 0.374
H -4.4228 -1.0180 -3.0271 -0.7 -0.6 0.9 0.283
H -3.9868 -2.6761 -2.4247 -0.9 1.3 0.2 0.265
H 0.0485 -0.6377 0.9166 -0.9 1.0 -1.0 0.964
H -0.4154 -0.1380 -2.1486 0.7 -0.6 1.3 0.494
H 1.2257 -0.3800 -1.5234 -1.0 -0.6 0.7 0.424
H -1.3520 -3.5418 0.1445 0.3 0.3 -0.5 0.260
H -0.4812 -2.3127 -3.4518 0.4 -0.9 -0.1 0.328
H 1.1276 1.8918 -1.6096 -0.6 -0.2 1.3 0.398
H -0.6711 2.0296 -1.3633 1.3 0.0 1.1 0.444
H 0.4781 3.2324 -0.5769 -0.2 -1.3 -0.5 0.065
H 1.9178 0.7134 1.7869 -0.1 0.7 -1.6 0.439
H 2.2895 0.1766 0.1544 -1.3 0.9 0.0 0.725
H 3.4558 2.3344 1.4713 -0.7 -0.2 -1.5 0.630
H 2.4248 3.3006 0.3911 0.7 -1.6 -0.3 0.072
C 4.5708 -5.3821 -3.5891 0.3 0.2 -0.2 -0.586
C 3.3192 -4.8077 -2.9594 -0.1 0.0 0.4 -0.236
C 2.2816 -5.0604 -4.0363 -0.2 0.0 -0.3 -0.220
O 2.6842 -6.2482 -4.7295 0.2 0.2 0.2 -0.429
C 4.0234 -6.5808 -4.3398 -0.1 -0.3 0.0 -0.491
H 5.3437 -5.6488 -2.8668 0.0 0.0 -0.1 0.339
H 4.9959 -4.6611 -4.2951 0.0 -0.1 0.0 0.277
H 3.0655 -5.3715 -2.0565 0.0 0.1 0.0 0.222
H 3.4057 -3.7539 -2.6898 0.0 -0.1 0.0 0.183
H 2.2547 -4.2406 -4.7633 -0.1 0.1 0.1 0.223
H 1.2784 -5.1963 -3.6279 0.1 -0.1 -0.1 0.143
H 3.9754 -7.4648 -3.6947 0.1 0.0 0.0 0.275
H 4.6131 -6.8278 -5.2249 -0.1 0.0 0.0 0.291
C -5.5862 -5.8361 1.8842 0.0 -0.4 -0.1 -0.596
C -4.7298 -5.2011 2.9600 -0.1 0.2 0.4 -0.657
C -3.5534 -4.6797 2.1581 0.2 -0.2 -0.1 -0.053
O -4.0512 -4.3537 0.8534 0.0 0.0 0.2 -0.245
C -5.3750 -4.8928 0.7154 -0.2 0.2 -0.2 -0.452
H -6.6356 -5.9400 2.1623 0.1 0.0 0.0 0.339
H -5.1973 -6.8291 1.6383 -0.1 0.1 0.0 0.273
H -5.2693 -4.3662 3.4187 0.1 -0.1 0.0 0.255
H -4.4335 -5.8910 3.7510 0.0 0.1 -0.1 0.374
H -2.7808 -5.4474 2.0402 0.0 0.0 0.1 0.281
H -3.0978 -3.7936 2.6062 0.0 -0.1 -0.1 -0.144
H -6.0828 -4.0570 0.7469 -0.1 -0.1 0.0 0.269
H -5.4694 -5.3924 -0.2507 0.1 0.1 0.0 0.316
```
Forces are in eV/Å.

- E_HOMO: -10.7 eV
- Kohn-Sham gap: 6.8 eV
- LUMO level: -3.9 eV
- Spin multiplicity: 1
- Calculated total energy: -9858.81556 a.u.
- Largest force on an atom: 0.11292 hartree/bohr
- Charge: +1